Record 1
Computed, not measured: 2 unconnected molecules or ions with the total composition C16H27N4O in a non-equilibrium geometry, with the ωB97M-V functional and the def2-TZVPD basis.

Computed properties:
HOMO-LUMO gap: 3.028 eV
E: -919.97298 Ha
Total charge: -1
M: 291.4 u
HOMO: -0.877 eV
Energy above the lowest of the compared OMol25 structures with the same formula, charge and spin: 79.4 kJ/mol

Element x y z (Å)
C -4.926 -0.990 -4.670
C -4.258 0.085 -4.254
C -3.197 -0.090 -3.146
C -3.430 0.895 -1.948
N -4.911 1.060 -1.818
C -2.990 0.274 -0.617
N -2.656 -0.056 0.405
C -2.857 2.332 -2.148
C -1.612 2.405 -2.991
N -0.843 2.394 -3.808
H -5.073 -1.882 -4.037
H -5.337 -1.045 -5.694
H -4.522 1.059 -4.692
H -2.165 -0.099 -3.540
H -3.379 -1.113 -2.745
H -5.141 2.002 -1.517
H -5.237 0.362 -1.158
H -3.609 3.060 -2.513
H -2.573 2.705 -1.138
C 4.031 1.086 1.117
C 3.644 -0.190 1.892
C 2.945 0.203 3.206
C 1.537 0.771 3.047
C 0.815 0.252 1.801
C 1.346 -1.090 1.261
N 2.767 -0.946 0.987
O 3.345 -2.109 0.466
C 0.617 -1.339 -0.065
C 0.975 -2.225 2.233
C 4.943 -0.893 2.297
H 4.562 0.832 0.198
H 4.689 1.736 1.713
H 3.153 1.673 0.840
H 2.888 -0.674 3.858
H 3.559 0.928 3.757
H 0.955 0.528 3.943
H 1.576 1.865 3.008
H -0.257 0.182 2.011
H 0.905 1.007 1.012
H 0.889 -0.583 -0.807
H -0.468 -1.295 0.070
H 0.854 -2.320 -0.482
H -0.113 -2.271 2.373
H 1.422 -2.102 3.222
H 1.290 -3.196 1.846
H 5.552 -0.232 2.927
H 5.551 -1.156 1.431
H 4.745 -1.802 2.867

***

Record 2
Computed, not measured: 2 unconnected molecules or ions with the total composition C5H8N2O2 in a non-equilibrium geometry, with the ωB97M-V functional and the def2-TZVPD basis.

Computed properties:
HOMO-LUMO gap: 8.103 eV
E: -455.12605 Ha
M: 128.1 u
HOMO: -7.926 eV
Energy above the lowest of the compared OMol25 structures with the same formula, charge and spin: 610.3 kJ/mol

Element x y z (Å)
C -0.627 2.122 0.646
C -1.808 1.467 0.349
C 0.424 1.356 -0.138
C 2.002 -1.355 0.059
C 0.574 -1.494 -0.115
N -1.507 0.377 -0.361
N -0.186 0.278 -0.679
O 1.603 1.530 -0.360
O -2.443 -0.417 -1.047
H -0.246 2.826 1.313
H -2.827 1.657 0.505
H 2.297 -0.207 -0.075
H 2.269 -1.459 1.101
H 2.613 -2.018 -0.484
H 0.124 -2.087 -0.943
H 0.076 -1.326 0.868
H -2.337 -1.250 -0.637

***

Record 3
Computed, not measured: 8 unconnected molecules or ions with the total composition C14H44O8 in a non-equilibrium geometry, with the ωB97M-V functional and the def2-TZVPD basis.

Computed properties:
HOMO-LUMO gap: 9.579 eV
E: -1161.59808 Ha
SMILES: CCO.CCO.CCO.CCO.CCO.CCO.CO.CO
M: 340.5 u
HOMO: -9.204 eV
Energy above the lowest of the compared OMol25 structures with the same formula, charge and spin: 220.2 kJ/mol

Element x y z (Å)
C 0.677 1.235 -0.210
O 0.864 1.387 -1.607
H 0.377 2.177 0.249
H -0.051 0.439 -0.053
H 1.611 1.054 0.321
H 1.399 0.636 -1.875
C -0.643 4.478 -2.547
O -0.899 3.100 -2.787
H -0.459 4.654 -1.487
H 0.196 4.772 -3.177
H -1.465 5.100 -2.903
H -0.219 2.594 -2.337
C -1.747 5.808 1.318
C -1.812 4.295 1.390
O -0.678 3.754 1.952
H -1.629 6.169 2.340
H -2.702 6.146 0.914
H -0.893 6.120 0.717
H -1.944 3.848 0.404
H -2.623 3.997 2.053
H -0.739 2.816 2.145
C 4.211 0.027 -1.480
C 3.632 -0.692 -2.721
O 2.248 -0.497 -2.847
H 4.188 1.110 -1.600
H 5.249 -0.283 -1.361
H 3.784 -0.293 -0.530
H 3.792 -1.770 -2.705
H 4.169 -0.458 -3.640
H 1.956 -0.752 -3.725
C -0.024 -2.655 -2.365
C -1.513 -3.059 -2.535
O -1.718 -3.829 -3.717
H 0.015 -1.960 -1.526
H 0.394 -2.251 -3.288
H 0.567 -3.534 -2.107
H -2.092 -2.141 -2.632
H -1.843 -3.673 -1.696
H -1.149 -4.601 -3.669
C 2.037 -3.706 0.906
C 2.768 -2.501 0.339
O 4.105 -2.653 0.687
H 2.416 -4.616 0.441
H 0.974 -3.664 0.670
H 2.203 -3.769 1.982
H 2.378 -1.596 0.804
H 2.744 -2.415 -0.748
H 4.492 -3.252 0.045
C -3.851 0.626 2.635
C -2.503 0.853 3.282
O -1.510 0.815 2.262
H -4.610 0.478 3.403
H -3.881 -0.259 2.000
H -4.165 1.502 2.068
H -2.368 0.050 4.006
H -2.427 1.810 3.800
H -1.203 -0.088 2.149
C -1.778 -2.598 1.324
C -0.882 -2.396 2.584
O -0.026 -1.365 2.337
H -2.561 -3.325 1.541
H -1.176 -2.886 0.463
H -2.268 -1.709 0.928
H -0.339 -3.287 2.900
H -1.563 -2.172 3.404
H 0.501 -1.147 3.109

***

Record 4
Computed, not measured: a single HINOP molecule in a non-equilibrium geometry, with the ωB97M-V functional and the def2-TZVPD basis.

Computed properties:
HOMO-LUMO gap (spin up / spin down): 7.794 / 7.700 eV
E: -769.49130 Ha
SMILES: O=NPI
M: 188.9 u
HOMO (spin up / spin down): -9.885 / -9.475 eV
Energy above the lowest of the compared OMol25 structures with the same formula, charge and spin: 214.0 kJ/mol

Element x y z (Å)
N -0.878 0.041 0.511
O -1.128 0.842 1.668
P 0.586 -0.458 0.069
I 0.058 -0.986 -2.179
H 1.362 0.561 -0.070

***

Record 5
Computed, not measured: a molecular structure, C27H32IrN5SSi, with the ωB97M-V functional and the def2-TZVPD basis.

Computed properties:
HOMO-LUMO gap: 8.094 eV
E: -2113.53420 Ha
Total charge: +2
M: 679.0 u
HOMO: -13.455 eV
Energy above the lowest of the compared OMol25 structures with the same formula, charge and spin: 0.0 kJ/mol

Element x y z (Å)
Ir 0.458 -0.403 0.522
C -0.486 -0.390 3.411
C 0.466 0.770 3.645
C 0.481 1.851 2.592
C 0.383 3.173 2.997
C 0.521 4.201 2.081
C 0.776 3.879 0.761
C 0.842 2.547 0.408
N 0.684 1.543 1.293
N 0.043 -1.341 2.409
C 1.277 -2.030 2.900
C 2.536 -1.493 2.277
C 3.784 -1.687 2.840
C 4.902 -1.205 2.180
C 4.741 -0.535 0.975
C 3.468 -0.373 0.472
N 2.387 -0.848 1.111
C -0.989 -2.355 2.062
C -0.557 -3.102 0.831
C -0.894 -4.419 0.594
C -0.425 -5.034 -0.558
C 0.392 -4.318 -1.416
C 0.684 -3.000 -1.122
N 0.203 -2.396 -0.028
H -1.439 -0.017 3.038
H -0.685 -0.920 4.348
H 1.489 0.403 3.774
H 0.202 1.234 4.594
H 0.212 3.390 4.043
H 0.444 5.232 2.398
H 0.916 4.639 0.006
H 1.015 2.249 -0.616
H 1.205 -3.086 2.632
H 1.326 -1.988 3.990
H 3.874 -2.210 3.783
H 5.888 -1.346 2.602
H 5.587 -0.142 0.431
H 3.280 0.142 -0.461
H -1.927 -1.830 1.871
H -1.149 -3.040 2.900
H -1.511 -4.954 1.303
H -0.682 -6.063 -0.772
H 0.800 -4.766 -2.310
H 1.305 -2.403 -1.772
C -0.244 2.734 -4.269
Si -1.731 1.618 -4.123
C -3.262 2.443 -4.784
C -1.440 -0.037 -4.934
C -2.056 1.258 -2.270
C -3.256 1.600 -1.654
C -3.496 1.327 -0.305
C -2.532 0.666 0.416
N -1.383 0.282 -0.158
C -1.136 0.610 -1.445
S 0.524 0.163 -1.788
H -0.127 3.051 -5.308
H 0.678 2.233 -3.970
H -0.358 3.636 -3.664
H -3.132 2.637 -5.851
H -3.457 3.405 -4.304
H -4.150 1.817 -4.677
H -1.363 0.078 -6.017
H -2.265 -0.724 -4.733
H -0.516 -0.501 -4.585
H -4.022 2.110 -2.224
H -4.421 1.617 0.172
H -2.683 0.415 1.458

***

Record 6
Computed, not measured: a single C20H22N2O3S molecule in a non-equilibrium geometry, with the ωB97M-V functional and the def2-TZVPD basis.

Computed properties:
HOMO-LUMO gap: 7.329 eV
E: -1508.74164 Ha
SMILES: CCCN1C(=O)/C(=C/c2ccc(C)o2)S/C1=N\c1ccc(OCC)cc1
M: 370.5 u
HOMO: -7.576 eV
Energy above the lowest of the compared OMol25 structures with the same formula, charge and spin: 134.5 kJ/mol

Element x y z (Å)
C 1.418 2.155 -3.649
C 1.675 3.460 -2.905
C 2.103 3.230 -1.455
N 1.063 2.574 -0.687
C 1.085 1.227 -0.464
N 2.050 0.503 -0.816
C 2.163 -0.865 -0.702
C 3.440 -1.388 -0.477
C 3.631 -2.746 -0.390
C 2.560 -3.632 -0.548
C 1.295 -3.115 -0.803
C 1.100 -1.748 -0.875
H 0.115 -1.367 -1.096
H 0.445 -3.762 -0.957
O 2.880 -4.953 -0.464
C 1.858 -5.928 -0.497
C 1.083 -6.014 0.815
H 1.766 -6.226 1.633
H 0.346 -6.811 0.754
H 0.574 -5.077 1.027
H 1.180 -5.752 -1.341
H 2.389 -6.868 -0.675
H 4.610 -3.159 -0.205
H 4.268 -0.708 -0.354
S -0.399 0.755 0.450
C -0.924 2.418 0.534
C -2.033 2.898 1.138
C -3.017 2.165 1.851
C -3.166 0.825 2.152
C -4.357 0.715 2.892
C -4.867 1.983 3.002
O -4.063 2.859 2.377
C -6.093 2.491 3.665
H -5.834 3.224 4.429
H -6.631 1.669 4.126
H -6.740 2.982 2.940
H -4.785 -0.181 3.293
H -2.504 0.031 1.877
H -2.189 3.967 1.072
C 0.015 3.298 -0.170
O -0.093 4.500 -0.283
H 2.297 4.193 -0.975
H 2.989 2.596 -1.409
H 2.469 4.017 -3.404
H 0.775 4.078 -2.913
H 2.290 1.509 -3.598
H 0.575 1.620 -3.218
H 1.192 2.356 -4.694

***

Record 7
Computed, not measured: a single C6H11N molecule in a non-equilibrium geometry, with the ωB97M-V functional and the def2-TZVPD basis.

Computed properties:
HOMO-LUMO gap: 8.119 eV
E: -289.88730 Ha
SMILES: C/C=C(C)/C=C/N
M: 97.2 u
HOMO: -7.063 eV
Energy above the lowest of the compared OMol25 structures with the same formula, charge and spin: 221.6 kJ/mol

Element x y z (Å)
C -1.607 -0.600 -1.395
C 1.137 -1.908 -0.559
C -0.698 -0.134 -0.297
N 0.682 2.285 1.901
C -0.726 1.156 0.240
C 0.521 1.463 0.804
C 0.424 -0.823 0.198
H 1.620 2.590 2.121
H -0.133 2.464 2.471
H -1.623 1.752 0.385
H 1.413 1.426 0.188
H 0.534 -0.905 1.275
H -2.273 0.197 -1.736
H -2.221 -1.443 -1.064
H -1.041 -0.928 -2.273
H 1.301 -1.634 -1.605
H 2.115 -2.109 -0.112
H 0.573 -2.849 -0.543

***

Record 8
Computed, not measured: a molecular structure, C28H48CsGeN2O5 in a non-equilibrium geometry, with the ωB97M-V functional and the def2-TZVPD basis.

Computed properties:
HOMO-LUMO gap (spin up / spin down): 4.715 / 4.654 eV
E: -3678.51477 Ha
2S+1: 2
Total charge: -2
M: 698.2 u
HOMO (spin up / spin down): -0.744 / -0.744 eV

Element x y z (Å)
Cs 0.507 1.375 -0.191
C -1.368 -2.813 1.920
C -2.736 -2.546 1.281
C -3.842 -2.990 2.248
C -2.858 -3.352 -0.010
O -2.879 -1.198 0.911
Ge -3.207 0.233 2.074
O -1.447 0.331 2.630
C -1.039 1.075 3.765
C 0.431 0.745 3.997
C -1.844 0.666 5.008
C -1.195 2.582 3.523
O -2.968 1.501 0.731
C -3.808 1.704 -0.383
C -3.565 0.651 -1.471
C -5.288 1.687 0.020
C -3.456 3.083 -0.936
H -1.255 -3.874 2.179
H -0.573 -2.528 1.226
H -1.241 -2.201 2.812
H -3.802 -4.071 2.423
H -3.744 -2.477 3.208
H -4.818 -2.731 1.829
H -2.668 -4.418 0.163
H -3.861 -3.234 -0.430
H -2.142 -2.973 -0.741
H 0.545 -0.336 4.135
H 1.025 1.062 3.139
H 0.814 1.259 4.885
H -1.785 -0.418 5.145
H -1.448 1.159 5.902
H -2.898 0.935 4.898
H -0.476 2.924 2.776
H -2.203 2.800 3.159
H -1.022 3.144 4.448
H -3.681 -0.350 -1.055
H -4.261 0.789 -2.306
H -2.545 0.737 -1.853
H -5.578 0.697 0.386
H -5.462 2.406 0.825
H -5.926 1.942 -0.833
H -2.401 3.113 -1.215
H -4.057 3.320 -1.821
H -3.630 3.845 -0.172
C 3.331 3.793 3.165
C 3.035 3.104 1.830
O 1.819 2.912 1.552
C 4.136 2.782 1.037
C 4.100 2.420 -0.365
C 5.414 2.040 -1.010
N 3.005 2.462 -1.054
N 3.148 2.306 -2.440
C 2.028 2.090 -3.078
O 0.871 1.769 -2.634
C 2.154 2.327 -4.571
C 0.998 2.538 -5.317
C 1.063 2.784 -6.686
C 2.290 2.801 -7.337
C 3.450 2.573 -6.601
C 3.381 2.345 -5.233
H 2.444 3.741 3.798
H 3.576 4.845 2.992
H 4.178 3.332 3.683
H 5.117 2.902 1.483
H 6.257 2.377 -0.401
H 5.472 2.464 -2.012
H 5.478 0.953 -1.119
H 0.050 2.492 -4.794
H 0.152 2.959 -7.247
H 2.344 2.978 -8.406
H 4.414 2.579 -7.098
H 4.276 2.190 -4.645
C 3.232 -5.062 0.706
C 1.743 -4.924 0.385
C 1.210 -6.200 -0.280
C 1.474 -3.743 -0.479
H 3.427 -5.963 1.294
H 3.596 -4.199 1.266
H 3.815 -5.127 -0.219
H 1.198 -4.794 1.326
H 1.686 -6.352 -1.253
H 0.132 -6.139 -0.439
H 1.419 -7.072 0.346
H 0.508 -3.258 -0.448
H 2.089 -3.567 -1.356